Computed, not measured: a structure of composition C25H29IrN6O3, with wB97M-V/def2-TZVPD.

The calculation puts the total energy at -1627.542227 Eh. The value obtained for the energy above the lowest of the compared OMol25 structures with the same formula, charge and spin is 0.0 kcal per mole. For the frontier orbital gap (spin up / spin down), the calculation gives 6.647 / 5.410 eV. Its charge is +3. Its multiplicity is 6. As for the expectation value of S²: 8.803. As for the HOMO energy (spin up / spin down): -16.420 / -17.194 eV. Its molar mass is 653.763 g mol⁻¹.

Element x y z (Å)
Ir1 0.869 0.082 0.109
C1 0.431 -1.656 5.446
C2 0.696 -2.213 4.187
C3 0.510 -1.464 3.057
C4 0.021 -0.129 3.141
C5 -0.204 0.430 4.431
C6 -0.004 -0.331 5.555
N1 -0.144 0.591 2.000
C7 -0.891 1.760 1.907
C8 -2.017 2.050 2.679
C9 -2.647 3.275 2.541
C10 -2.176 4.238 1.644
C11 -1.081 3.963 0.849
C12 -0.468 2.723 0.968
N2 0.641 2.313 0.233
N3 1.428 3.075 -0.330
C13 2.562 2.412 -0.842
C14 3.487 3.149 -1.544
C15 4.647 2.516 -1.983
C16 4.842 1.182 -1.676
C17 3.862 0.505 -0.961
N4 2.741 1.103 -0.561
H1 0.586 -2.247 6.339
H2 1.054 -3.232 4.117
H3 0.715 -1.888 2.081
H4 -0.477 1.472 4.523
H5 -0.160 0.106 6.532
H6 -2.406 1.309 3.365
H7 -3.520 3.494 3.142
H8 -2.677 5.193 1.566
H9 -0.701 4.678 0.131
H10 3.294 4.199 -1.718
H11 5.392 3.066 -2.542
H12 5.745 0.663 -1.966
H13 3.994 -0.535 -0.691
C18 1.315 -0.365 -4.796
N5 1.070 -1.510 -3.907
C19 1.197 -2.828 -4.549
C20 0.912 -1.335 -2.621
O1 0.947 -0.193 -2.079
C21 0.709 -2.546 -1.713
O2 0.217 -2.134 -0.426
C22 -1.181 -2.356 -0.201
C23 -1.936 -1.043 -0.320
O3 -1.274 0.026 -0.456
N6 -3.240 -1.064 -0.239
C24 -3.992 -2.323 -0.093
C25 -4.024 0.182 -0.268
H14 0.601 -0.401 -5.616
H15 1.199 0.565 -4.252
H16 2.323 -0.433 -5.206
H17 0.696 -2.795 -5.512
H18 2.248 -3.061 -4.714
H19 0.749 -3.621 -3.960
H20 0.017 -3.257 -2.152
H21 1.662 -3.052 -1.561
H22 -1.569 -3.094 -0.900
H23 -1.310 -2.756 0.806
H24 -3.774 -3.015 -0.906
H25 -3.782 -2.804 0.863
H26 -5.051 -2.091 -0.130
H27 -3.374 1.026 -0.466
H28 -4.776 0.111 -1.050
H29 -4.523 0.314 0.691

The Löwdin scheme yields these atomic charges, measured in e: 1.7202 0.0161 -0.0260 -0.0230 -0.2454 0.0188 -0.0103 -0.0060 -0.2302 -0.0055 -0.0057 -0.0080 0.0354 -0.1910 -0.0419 0.1775 -0.2872 0.0586 0.0242 0.0076 -0.0864 -0.0416 0.1344 0.1287 0.0801 0.1244 0.1342 0.1295 0.1326 0.1325 0.1333 0.1422 0.1403 0.1341 0.1286 0.0280 -0.0954 0.0242 -0.3737 -0.1135 -0.0504 -0.2381 -0.0627 -0.3786 -0.0956 -0.0890 0.0191 0.0285 0.1130 0.0913 0.1138 0.1135 0.1187 0.0900 0.1312 0.1631 0.1413 0.1519 0.1073 0.1118 0.1104 0.0903 0.1137 0.1111



Computed, not measured: a cluster of 7 separate species, C28H77N7O7 in total in a non-equilibrium geometry, with wB97M-V/def2-TZVPD.

Its structure (SMILES) is COC[C@H](C)N.COC[C@H](C)N.COC[C@H](C)N.COC[C@H](C)N.COC[C@H](C)N.COC[C@H](C)N.COC[C@H](C)N. The calculation puts the total energy at -2022.842044 Eh. The value obtained for the energy above the lowest of the compared OMol25 structures with the same formula, charge and spin is 18.4 kcal per mole. For the frontier orbital gap, the calculation gives 9.025 eV. Its charge is 0. Its multiplicity is 1. As for the HOMO energy: -8.583 eV. Its molar mass is 623.966 g mol⁻¹.

Element x y z (Å)
C1 -1.653 -3.946 2.078
O1 -2.079 -3.620 3.384
C2 -1.774 -2.282 3.741
C3 -2.587 -1.928 4.999
C4 -4.073 -1.946 4.691
N1 -2.156 -0.576 5.376
H1 -2.269 -3.560 1.261
H2 -1.788 -5.032 2.018
H3 -0.577 -3.787 1.966
H4 -0.698 -2.186 3.912
H5 -2.130 -1.628 2.932
H6 -2.331 -2.639 5.785
H7 -4.362 -1.195 3.956
H8 -4.742 -1.894 5.552
H9 -4.346 -2.906 4.234
H10 -2.469 0.094 4.681
H11 -2.579 -0.274 6.244
C5 3.172 -0.570 -5.572
O2 1.918 -0.454 -6.244
C6 1.396 0.874 -6.124
C7 1.291 1.478 -4.729
C8 0.466 0.679 -3.726
N2 0.600 2.791 -4.870
H12 3.995 -0.060 -6.074
H13 3.363 -1.643 -5.703
H14 3.155 -0.448 -4.488
H15 1.999 1.528 -6.768
H16 0.407 0.866 -6.586
H17 2.307 1.644 -4.356
H18 0.374 1.157 -2.748
H19 1.019 -0.235 -3.477
H20 -0.544 0.411 -4.028
H21 0.745 3.293 -3.997
H22 1.121 3.324 -5.565
C9 0.690 1.696 3.000
O3 0.361 1.342 1.661
C10 0.668 -0.001 1.348
C11 0.183 -0.252 -0.085
C12 -1.319 -0.139 -0.191
N3 0.655 -1.580 -0.507
H23 0.219 2.664 3.170
H24 1.749 1.688 3.259
H25 0.151 1.001 3.655
H26 1.757 -0.172 1.333
H27 0.305 -0.703 2.109
H28 0.723 0.445 -0.738
H29 -1.639 -0.434 -1.191
H30 -1.657 0.871 0.028
H31 -1.799 -0.802 0.534
H32 0.333 -1.783 -1.452
H33 1.679 -1.603 -0.558
C13 4.086 -0.651 -1.404
O4 3.446 -1.751 -0.805
C14 4.366 -2.509 -0.038
C15 3.712 -3.767 0.550
C16 3.189 -4.698 -0.556
N4 2.598 -3.414 1.415
H34 4.767 -1.009 -2.186
H35 4.672 -0.038 -0.713
H36 3.349 -0.011 -1.892
H37 5.242 -2.822 -0.621
H38 4.723 -1.894 0.797
H39 4.479 -4.331 1.087
H40 2.913 -5.667 -0.146
H41 4.037 -4.841 -1.233
H42 2.364 -4.269 -1.119
H43 1.772 -3.175 0.874
H44 2.786 -2.630 2.028
C17 1.421 -3.365 -3.672
O5 0.174 -2.921 -3.174
C18 -0.970 -3.453 -3.816
C19 -2.197 -2.727 -3.345
C20 -2.609 -3.043 -1.920
N5 -3.343 -3.139 -4.205
H45 1.589 -2.901 -4.653
H46 1.548 -4.442 -3.788
H47 2.151 -2.904 -3.007
H48 -0.786 -3.283 -4.887
H49 -1.106 -4.527 -3.636
H50 -2.098 -1.636 -3.433
H51 -2.678 -4.135 -1.861
H52 -3.506 -2.549 -1.555
H53 -1.812 -2.834 -1.198
H54 -4.055 -2.428 -4.038
H55 -3.089 -2.911 -5.169
C21 3.552 3.513 -1.254
O6 2.170 3.822 -1.322
C22 1.772 4.439 -0.105
C23 0.280 4.721 -0.097
C24 -0.161 5.436 1.170
N6 -0.439 3.443 -0.267
H56 3.734 2.871 -0.387
H57 4.125 4.440 -1.175
H58 3.868 2.971 -2.143
H59 2.051 3.822 0.758
H60 2.350 5.369 0.008
H61 -0.017 5.379 -0.920
H62 0.372 6.381 1.268
H63 0.057 4.892 2.097
H64 -1.249 5.504 1.163
H65 0.114 2.863 -0.892
H66 -0.336 2.949 0.627
C25 -1.768 4.073 5.547
O7 -3.050 4.327 4.995
C26 -3.247 3.922 3.672
C27 -3.026 2.415 3.502
C28 -3.340 1.933 2.073
N7 -3.904 1.648 4.373
H67 -1.019 4.408 4.823
H68 -1.645 3.016 5.788
H69 -1.613 4.659 6.449
H70 -4.258 4.207 3.374
H71 -2.609 4.465 2.955
H72 -1.981 2.139 3.658
H73 -2.707 2.379 1.303
H74 -4.369 2.253 1.882
H75 -3.243 0.855 1.958
H76 -3.987 2.022 5.310
H77 -4.841 1.568 3.999

Atomic partial charges in e from the Löwdin method, atoms 1 to 99: -0.1046 -0.1940 -0.2125 -0.4131 -0.0713 0.0257 0.0780 0.0882 0.0788 0.1211 0.1120 0.1394 0.0637 0.0739 0.0738 0.0177 0.0642 -0.1171 -0.1770 -0.2022 -0.4335 -0.0417 0.0374 0.0929 0.0849 0.0625 0.1221 0.1301 0.1189 0.0561 0.0621 0.0856 0.0626 0.0673 -0.0852 -0.2267 -0.1850 -0.4094 -0.0361 0.0731 0.0650 0.0928 0.0822 0.1213 0.1161 0.1118 0.0681 0.0513 0.0733 0.0427 0.0318 -0.1011 -0.2385 -0.2008 -0.4183 -0.0492 0.0466 0.0932 0.0904 0.0784 0.1251 0.1238 0.1333 0.0793 0.0808 0.0566 0.0359 0.0662 -0.0910 -0.2275 -0.1944 -0.4409 -0.0727 0.0269 0.0768 0.0965 0.0741 0.1303 0.1371 0.1255 0.0863 0.0826 0.0489 0.0711 0.0672 -0.1067 -0.1975 -0.2180 -0.4210 -0.0627 0.0650 0.0837 0.0883 0.0798 0.1243 0.1268 0.1377 0.0812 0.0614



Computed, not measured: an isolated molecule of C4H3ClO2 in a non-equilibrium geometry, with wB97M-V/def2-TZVPD.

The calculation puts the total energy at -764.716017 Eh. The value obtained for the energy above the lowest of the compared OMol25 structures with the same formula, charge and spin is 102.2 kcal per mole. For the frontier orbital gap (spin up / spin down), the calculation gives 7.683 / 7.684 eV. Its charge is 0. Its multiplicity is 1. As for the HOMO energy (spin up / spin down): -8.872 / -8.870 eV. Its molar mass is 118.519 g mol⁻¹.

Element x y z (Å)
C1 0.027 0.298 -0.025
C2 -0.630 1.607 0.136
C3 -0.819 -0.796 -0.158
C4 -2.121 -0.645 -0.689
O1 -1.608 2.016 -0.462
O2 -0.180 -2.014 -0.215
Cl1 -3.343 -0.057 0.250
H1 0.984 0.324 -0.353
H2 -0.237 2.179 0.936
H3 -0.656 -2.691 -0.729

The Löwdin scheme yields these atomic charges, measured in e: 0.0282 -0.2715 -0.4609 -0.3828 -0.0096 0.0404 0.7512 0.0832 0.1033 0.1186



Computed, not measured: a structure of composition C2FORb in a non-equilibrium geometry, with wB97M-V/def2-TZVPD.

The calculation puts the total energy at -275.187646 Eh. The value obtained for the energy above the lowest of the compared OMol25 structures with the same formula, charge and spin is 50.3 kcal per mole. For the frontier orbital gap, the calculation gives 5.039 eV. Its charge is 0. Its multiplicity is 1. As for the HOMO energy: -6.406 eV. Its molar mass is 144.487 g mol⁻¹.

Element x y z (Å)
C1 0.656 -1.528 -0.247
C2 0.401 -0.156 0.163
O1 -0.103 -0.637 -1.091
F1 1.555 0.605 -0.082
Rb1 -2.509 1.717 1.258

The Löwdin scheme yields these atomic charges, measured in e: 0.0520 -0.5384 -0.1853 -0.1420 0.8137